13
Properties=species:S:1:pos:R:3:lowdin_spin:R:1 method="wB97M-V/def2-TZVPD" relative_energy_kcal_mol=33.3 orbital_gap_ev="7.133 / 7.721" e_homo_ev="-6.5 / -9.5" s_squared=2.0085 multiplicity=3 lumo_energy_ev="0.67 / -1.79"
C 1.635 0.059 -0.698 0.155
C 1.758 0.759 0.536 0.690
O -0.574 1.292 0.726 0.470
Si -2.289 -0.930 0.191 0.053
S -1.219 0.824 -0.567 0.469
H 0.514 0.134 -1.031 0.057
H 2.169 0.516 -1.528 0.010
H 1.821 -1.009 -0.635 0.007
H 1.965 1.810 0.559 0.037
H 1.683 0.246 1.477 0.040
H -2.930 -1.443 -1.009 -0.001
H -1.313 -1.832 0.787 0.006
H -3.219 -0.426 1.192 0.007

***

89
Properties=species:S:1:pos:R:3:mulliken_charge:R:1 method="wB97M-V/def2-TZVPD" relative_energy_kcal_mol=55.9 orbital_gap_ev=6.487 e_homo_ev=-7.1 lumo_energy_ev=-0.59
Pt 0.595 -1.851 1.398 1.551
C -2.103 -1.745 3.759 -0.765
Si -0.724 -0.557 4.172 0.301
C -1.438 1.177 4.012 -0.210
C -0.383 -0.707 6.012 -1.455
N 0.648 -0.780 3.134 0.450
C 1.980 -0.539 3.442 0.429
C 2.570 -0.675 4.709 -0.627
C 3.899 -0.345 4.943 -0.950
C 4.716 0.115 3.924 -0.557
C 4.183 0.231 2.645 -1.144
C 2.867 -0.098 2.447 0.309
F 2.367 0.023 1.170 0.299
H -2.975 -1.474 4.365 0.351
H -1.835 -2.779 3.979 0.269
H -2.384 -1.681 2.707 0.035
H -2.183 1.352 4.797 0.424
H -1.932 1.315 3.057 -0.146
H -0.658 1.938 4.112 0.270
H -1.336 -0.546 6.525 0.328
H 0.321 0.044 6.375 0.398
H -0.015 -1.695 6.300 0.341
H 1.977 -1.073 5.517 0.500
H 4.301 -0.475 5.940 0.409
H 5.752 0.366 4.108 0.397
H 4.773 0.570 1.802 0.454
Cl -0.599 -5.840 -0.558 -0.051
C -0.565 -4.400 0.300 0.053
Cl -1.493 -3.136 -0.314 0.087
Cl 1.283 -3.553 -0.185 -0.286
C -0.214 -4.526 1.845 0.630
O -0.268 -5.654 2.261 -0.633
O 0.077 -3.444 2.461 -0.752
O 0.784 -0.643 -0.982 0.480
P 0.816 -0.499 -2.459 0.850
C 1.620 1.046 -2.940 0.032
C 1.532 1.566 -4.230 -0.366
C 2.138 2.774 -4.535 -0.725
C 2.834 3.468 -3.550 -0.470
C 2.928 2.950 -2.267 -0.614
C 2.320 1.739 -1.958 -0.502
C -0.844 -0.383 -3.163 -0.042
C -1.258 -0.969 -4.355 -0.149
C -2.562 -0.794 -4.802 -0.790
C -3.452 -0.023 -4.067 -0.758
C -3.040 0.574 -2.880 -0.279
C -1.744 0.391 -2.428 0.209
C 1.660 -1.813 -3.351 0.285
C 1.056 -3.069 -3.432 -0.372
C 1.695 -4.116 -4.074 -0.897
C 2.947 -3.916 -4.643 -0.577
C 3.559 -2.675 -4.560 -0.664
C 2.920 -1.626 -3.913 -0.640
H 0.986 1.030 -4.998 0.420
H 2.068 3.177 -5.537 0.418
H 3.299 4.417 -3.786 0.388
H 3.478 3.485 -1.503 0.447
H 2.379 1.321 -0.959 0.381
H -0.567 -1.563 -4.941 0.461
H -2.883 -1.263 -5.723 0.436
H -4.468 0.112 -4.417 0.413
H -3.729 1.179 -2.303 0.405
H -1.416 0.824 -1.491 -0.061
H 0.083 -3.231 -2.980 0.629
H 1.226 -5.091 -4.116 0.435
H 3.448 -4.732 -5.151 0.395
H 4.538 -2.521 -4.995 0.425
H 3.410 -0.663 -3.841 0.394
C -3.875 0.228 0.771 -0.961
N -3.148 1.471 0.618 0.699
C -3.951 2.679 0.550 -0.776
C -3.132 3.825 -0.006 -0.603
C -1.863 3.935 0.811 -0.742
N -1.143 2.678 0.759 0.452
C 0.296 2.711 0.939 -0.845
C -1.775 1.463 0.760 -1.130
O -1.142 0.419 0.857 -0.014
H -4.579 0.294 1.606 0.356
H -3.168 -0.569 0.969 -0.119
H -4.437 -0.008 -0.138 0.383
H -4.333 2.937 1.547 0.305
H -4.819 2.475 -0.081 0.394
H -3.703 4.753 0.035 0.390
H -2.872 3.623 -1.049 0.218
H -2.107 4.200 1.849 0.242
H -1.206 4.714 0.423 0.423
H 0.560 3.057 1.943 0.317
H 0.740 3.388 0.204 0.433
H 0.693 1.709 0.801 -0.126

***

90
Properties=species:S:1:pos:R:3:lowdin_spin:R:1 method="wB97M-V/def2-TZVPD" orbital_gap_ev="8.107 / 5.819" e_homo_ev="-15.8 / -16.0" s_squared=6.0522 multiplicity=5 charge=+3 lumo_energy_ev="-7.73 / -10.19"
Os 0.508 -1.488 0.147 2.242
N 0.077 2.342 -0.045 0.164
P 1.674 2.490 0.308 0.417
C 2.014 4.211 -0.055 0.059
C 1.353 5.208 0.658 0.012
C 1.614 6.517 0.370 0.004
C 2.510 6.836 -0.610 -0.002
C 3.171 5.857 -1.293 0.000
C 2.951 4.509 -1.014 0.007
C 2.099 2.068 1.963 0.071
C 1.337 1.096 2.690 0.047
C 1.744 0.721 3.929 0.004
C 2.965 1.150 4.423 0.060
C 3.779 2.001 3.670 -0.005
C 3.360 2.431 2.404 0.051
P -0.839 0.838 -0.023 0.039
C -2.160 1.317 1.098 0.000
C -2.053 2.325 2.060 0.001
C -3.004 2.588 2.958 0.000
C -4.233 1.934 2.926 -0.001
C -4.371 0.878 1.989 0.000
C -3.350 0.574 1.115 -0.001
C -1.594 0.933 -1.631 0.012
C -1.611 -0.139 -2.503 0.010
C -2.118 0.014 -3.790 0.001
C -2.594 1.254 -4.185 0.001
C -2.582 2.303 -3.312 0.001
C -2.087 2.187 -2.031 0.003
H -0.226 3.125 -0.659 0.002
H 0.601 4.923 1.361 0.000
H 1.076 7.287 0.938 0.001
H 2.689 7.898 -0.912 0.000
H 3.886 6.089 -2.104 0.000
H 3.452 3.746 -1.533 0.003
H 0.337 0.824 2.391 0.005
H 1.123 0.050 4.503 -0.001
H 3.171 1.010 5.480 0.003
H 4.666 2.494 4.104 -0.001
H 3.972 3.053 1.784 0.002
H -1.139 2.925 2.099 0.001
H -2.851 3.248 3.774 0.000
H -5.005 2.268 3.570 0.000
H -5.321 0.325 1.866 0.000
H -3.561 -0.240 0.411 0.000
H -1.197 -1.092 -2.168 0.008
H -2.127 -0.849 -4.471 0.000
H -3.036 1.436 -5.125 0.000
H -2.932 3.289 -3.607 0.000
H -2.213 3.029 -1.340 0.000
Br 2.853 -7.633 0.748 0.080
C 2.263 -5.860 0.787 0.138
C 1.176 -5.447 1.606 0.007
C 0.745 -4.188 1.643 0.062
C 1.261 -3.243 0.680 0.066
C 2.305 -3.677 -0.210 0.102
C 2.832 -4.925 -0.080 0.008
H 0.767 -6.189 2.236 -0.002
H -0.063 -3.861 2.302 0.004
H 2.690 -3.071 -0.982 0.008
H 3.581 -5.338 -0.737 -0.001
S 4.734 0.004 0.418 0.035
C 3.339 -0.890 0.774 0.042
N 2.404 -0.798 -0.142 0.024
C 2.768 0.017 -1.203 0.048
C 2.001 0.445 -2.313 0.019
C 2.568 1.208 -3.297 0.001
C 3.881 1.591 -3.222 0.002
C 4.662 1.298 -2.137 0.001
C 4.051 0.534 -1.101 0.027
H 3.140 -1.407 1.689 0.004
H 0.951 0.118 -2.501 0.001
H 1.997 1.449 -4.151 0.000
H 4.266 2.169 -4.052 0.000
H 5.665 1.703 -2.105 0.000
N -1.406 -2.179 0.319 0.034
C -2.292 -2.920 0.139 0.031
N -3.276 -3.678 -0.054 0.029
C -3.549 -4.853 0.834 0.003
C -3.992 -6.015 -0.031 0.000
O -5.030 -5.691 -0.898 0.000
C -4.599 -4.715 -1.810 0.001
C -4.240 -3.424 -1.123 0.003
H -4.245 -4.570 1.590 0.001
H -2.591 -5.071 1.373 0.000
H -4.331 -6.943 0.507 0.000
H -3.106 -6.363 -0.606 0.000
H -5.430 -4.579 -2.501 0.000
H -3.750 -5.092 -2.325 0.000
H -5.122 -2.972 -0.753 0.001
H -3.805 -2.735 -1.884 0.000

***

132
Properties=species:S:1:pos:R:3:lowdin_spin:R:1 method="wB97M-V/def2-TZVPD" orbital_gap_ev="5.200 / 3.559" e_homo_ev="-16.4 / -16.4" s_squared=6.0592 multiplicity=5 charge=+4 lumo_energy_ev="-11.21 / -12.85"
C -1.548 -8.544 3.234 0.000
C -1.088 -8.781 1.724 0.000
N -0.528 -7.526 1.233 0.000
C -1.064 -6.696 0.248 0.000
C -0.431 -5.411 0.335 0.001
N 0.649 -5.524 1.242 0.000
C 0.523 -6.776 1.827 0.000
C 1.644 -4.465 1.641 0.000
H -0.826 -8.107 3.924 0.000
H -1.893 -9.465 3.703 0.000
H -2.420 -7.893 3.298 0.000
H -1.834 -9.200 1.050 0.000
H -0.238 -9.462 1.681 0.000
H -1.930 -7.042 -0.297 0.000
H -0.682 -4.520 -0.221 0.001
H 0.979 -7.027 2.774 0.000
H 2.393 -4.630 0.867 0.000
H 2.201 -4.627 2.564 0.000
H 1.243 -3.460 1.775 0.000
C 3.008 5.342 -0.039 0.001
C 4.148 4.699 0.757 0.000
N 3.667 3.389 1.194 0.000
C 3.725 2.199 0.485 0.001
C 3.165 1.250 1.217 0.001
N 2.898 1.793 2.486 0.001
C 3.259 3.084 2.477 0.000
C 2.576 1.049 3.679 0.001
H 2.701 4.739 -0.894 0.000
H 3.279 6.296 -0.492 0.000
H 2.096 5.517 0.532 0.000
H 4.530 5.231 1.628 0.000
H 5.037 4.612 0.132 0.000
H 4.087 2.290 -0.528 0.000
H 3.091 0.196 0.991 0.000
H 3.206 3.826 3.260 0.000
H 1.755 1.468 4.262 0.000
H 3.400 1.167 4.383 0.000
H 2.224 0.056 3.401 0.000
Pd -1.270 4.734 3.072 0.941
Pd 0.504 -1.815 -1.780 1.586
C -0.168 0.655 1.770 0.075
C -0.451 1.993 1.833 -0.002
C -0.353 2.877 0.627 -0.016
O -0.495 4.173 0.662 0.342
C -0.183 2.337 -0.655 0.385
C -0.046 0.904 -0.778 0.071
C 0.180 0.036 0.570 0.001
O 0.627 -1.122 0.446 0.038
O 0.009 0.315 -1.880 0.274
O -0.840 2.405 3.026 0.066
H -0.215 0.029 2.648 0.003
H -0.127 2.973 -1.525 0.013
Cl -2.613 -3.462 3.460 0.000
C -2.656 -2.795 1.835 0.000
C -3.115 -1.299 1.979 0.001
Cl -4.702 -0.991 2.800 0.000
H -3.496 -3.297 1.355 0.000
H -1.679 -2.890 1.361 0.000
H -3.099 -0.822 0.999 0.000
H -2.374 -0.811 2.612 0.000
Cl 2.618 0.930 -5.163 0.000
C 1.788 2.029 -4.015 0.000
C 2.511 3.384 -3.963 0.000
Cl 4.173 3.180 -3.382 0.000
H 1.827 1.577 -3.024 0.000
H 0.721 2.137 -4.208 0.000
H 2.085 4.236 -3.432 0.000
H 2.564 3.556 -5.038 0.000
Cl -3.052 0.899 -5.527 0.000
C -4.028 0.118 -4.259 0.000
C -3.642 0.368 -2.799 0.000
Cl -4.250 1.921 -2.339 0.002
H -3.981 -0.957 -4.432 0.000
H -5.064 0.449 -4.335 0.000
H -2.573 0.286 -2.602 0.000
H -4.093 -0.309 -2.074 0.000
Cl -0.483 5.020 -3.665 0.000
C -1.997 4.532 -2.877 0.001
C -3.116 5.594 -3.168 0.000
Cl -2.992 6.874 -1.942 0.000
H -1.692 4.322 -1.852 0.001
H -2.289 3.597 -3.356 0.000
H -4.115 5.160 -3.214 0.000
H -2.894 6.134 -4.089 0.000
C -0.700 1.560 6.435 0.000
O 0.018 2.508 6.785 0.000
N -0.466 0.279 6.529 0.000
C -1.273 -0.647 5.817 0.000
C 0.800 -0.237 7.063 0.000
H -1.677 1.730 5.957 0.000
H -2.343 -0.453 5.733 0.000
H -1.088 -1.604 6.304 0.000
H -0.799 -0.733 4.840 0.000
H 1.587 -0.108 6.319 0.000
H 1.266 0.332 7.867 0.000
H 0.915 -1.212 7.538 0.000
C -4.121 4.294 1.390 0.006
O -3.028 4.162 1.944 0.036
N -5.058 3.372 1.094 0.001
C -6.302 3.706 0.397 0.001
C -4.939 1.906 1.392 0.000
H -4.354 5.264 0.925 0.000
H -6.280 4.745 0.067 0.000
H -7.132 3.561 1.088 0.000
H -6.430 3.036 -0.453 0.000
H -4.002 1.817 1.943 0.000
H -5.678 1.589 2.128 0.000
H -4.925 1.295 0.490 0.000
C -0.231 -1.373 -5.082 0.008
O -0.014 -1.710 -3.924 0.059
N 0.681 -1.562 -6.074 0.006
C 0.370 -1.122 -7.451 0.001
C 1.899 -2.258 -5.818 0.001
H -1.176 -0.936 -5.441 0.002
H -0.561 -0.569 -7.574 0.000
H 0.424 -2.055 -8.012 0.000
H 1.181 -0.507 -7.843 0.000
H 1.851 -2.811 -4.880 0.000
H 2.223 -3.013 -6.535 0.000
H 2.752 -1.580 -5.811 0.000
C 3.723 -0.952 -2.206 0.011
O 2.514 -0.967 -2.008 0.070
N 4.713 -1.512 -1.488 0.005
C 6.047 -1.533 -1.889 0.001
C 4.489 -2.130 -0.212 0.000
H 4.166 -0.372 -3.030 0.002
H 6.547 -0.739 -1.334 0.000
H 6.115 -1.381 -2.966 0.000
H 6.538 -2.463 -1.603 0.000
H 4.811 -1.527 0.637 0.000
H 3.415 -2.248 -0.067 0.000
H 5.069 -3.053 -0.200 0.000

***

69
Properties=species:S:1:pos:R:3:mulliken_charge:R:1 method="wB97M-V/def2-TZVPD" orbital_gap_ev=4.901 e_homo_ev=-1.1 charge=-2 lumo_energy_ev=3.79
Cs -0.342 -0.481 -0.740 1.402
C -1.403 -4.484 -0.232 -1.310
C -1.352 -3.624 1.025 -0.327
N -0.002 -3.578 1.602 0.474
C 0.241 -4.720 2.462 -0.433
C 1.712 -5.096 2.569 -1.304
C 0.359 -2.298 2.229 -0.682
C -0.679 -1.665 3.166 -0.632
N -1.668 -0.917 2.411 -0.113
C -2.806 -0.565 2.961 0.277
C -3.793 0.105 2.153 0.083
F -3.486 0.356 0.856 -0.275
C -5.018 0.501 2.611 0.039
F -5.863 1.112 1.742 -0.346
C -5.434 0.308 3.924 -0.667
C -4.506 -0.309 4.743 0.132
F -4.821 -0.510 6.051 -0.354
C -3.268 -0.722 4.314 0.430
F -2.437 -1.262 5.254 -0.371
H -2.430 -4.562 -0.596 0.393
H -1.036 -5.496 -0.038 0.320
H -0.785 -4.051 -1.021 0.234
H -2.054 -4.020 1.777 0.251
H -1.697 -2.614 0.809 0.275
H -0.289 -5.576 2.037 0.414
H -0.184 -4.563 3.471 0.244
H 2.107 -5.290 1.571 0.283
H 1.830 -5.994 3.181 0.411
H 2.311 -4.304 3.019 0.306
H 0.616 -1.608 1.427 -0.542
H 1.291 -2.449 2.778 0.423
H -0.139 -1.023 3.876 0.527
H -1.112 -2.481 3.761 0.272
H -6.405 0.615 4.281 0.452
Br 6.076 -0.766 -5.140 -0.248
C 4.284 -1.000 -4.546 0.052
C 3.352 -1.633 -5.336 0.157
Br 3.828 -2.299 -7.051 -0.240
C 2.033 -1.784 -4.859 -0.135
Br 0.691 -2.646 -5.917 -0.234
C 1.593 -1.320 -3.609 0.337
O 0.412 -1.412 -3.155 -0.753
C 2.601 -0.651 -2.755 0.061
O 2.213 -0.238 -1.601 -0.773
C 3.890 -0.522 -3.273 -0.123
Br 5.152 0.350 -2.121 -0.233
C 2.942 4.617 -0.404 -0.683
C 3.054 3.182 -0.870 -0.654
N 1.745 2.558 -0.850 0.053
C 0.607 3.222 -1.243 -0.059
N -0.427 2.547 -1.584 -0.284
C -1.682 3.177 -1.932 -0.760
C -1.775 4.624 -1.470 -0.626
C -0.469 5.311 -1.818 -0.679
N 0.633 4.624 -1.179 0.128
C 1.903 5.319 -1.252 -0.659
H 3.903 5.126 -0.496 0.381
H 2.627 4.641 0.643 0.288
H 3.712 2.603 -0.224 0.337
H 3.496 3.151 -1.875 0.314
H 1.784 1.558 -1.089 0.153
H -2.495 2.587 -1.499 0.326
H -1.812 3.132 -3.020 0.287
H -1.917 4.662 -0.387 0.272
H -2.615 5.136 -1.947 0.374
H -0.463 6.346 -1.466 0.379
H -0.342 5.335 -2.912 0.297
H 1.744 6.344 -0.903 0.361
H 2.262 5.383 -2.293 0.304

***

85
Properties=species:S:1:pos:R:3:mulliken_charge:R:1 method="wB97M-V/def2-TZVPD" orbital_gap_ev=7.008 e_homo_ev=-11.4 charge=+1 lumo_energy_ev=-4.36
Ta 1.339 -0.768 -0.383 1.111
N 4.573 -3.484 1.167 -0.548
C 3.729 -2.457 0.876 0.745
S 2.833 -2.754 -0.544 -0.477
N 3.731 -1.359 1.571 -1.140
N 2.826 -0.384 1.138 1.036
C 3.358 0.794 1.139 -0.846
C 2.645 2.039 0.762 0.712
C 2.936 3.153 1.579 -0.608
C 2.345 4.387 1.331 -0.862
C 1.473 4.509 0.260 -0.992
C 1.205 3.397 -0.552 0.027
C 1.772 2.119 -0.352 0.687
O 1.513 1.154 -1.148 -0.516
H 4.639 -4.008 0.303 0.305
H 5.446 -3.095 1.480 0.269
H 4.398 0.929 1.485 0.435
H 3.610 3.037 2.421 0.449
H 2.559 5.236 1.968 0.421
H 0.994 5.455 0.038 0.510
H 0.522 3.517 -1.394 0.275
C -2.621 1.337 -0.187 -0.861
C -3.035 0.704 1.149 -0.608
C -2.021 0.900 2.288 -0.837
Sb -0.095 -0.085 2.070 0.429
C 0.686 0.345 4.030 0.896
C 2.047 0.654 4.141 -0.229
C 2.604 0.950 5.389 -0.827
C 1.801 0.941 6.533 -0.566
C 0.441 0.638 6.427 -0.732
C -0.117 0.342 5.179 -0.581
C -0.797 -2.092 2.385 1.376
C -1.663 -2.430 3.434 -0.630
C -2.089 -3.752 3.595 -0.794
C -1.654 -4.741 2.709 -0.540
C -0.794 -4.408 1.659 -0.987
C -0.367 -3.086 1.498 -0.684
Sb -1.232 0.164 -1.396 1.099
C -2.773 -0.898 -2.458 0.748
C -3.015 -0.664 -3.819 -0.397
C -4.027 -1.364 -4.483 -0.767
C -4.799 -2.303 -3.791 -0.530
C -4.556 -2.543 -2.436 -0.736
C -3.545 -1.843 -1.770 -0.552
C -0.890 1.722 -2.835 1.055
C -1.932 2.541 -3.291 -0.298
C -1.672 3.557 -4.216 -0.720
C -0.370 3.759 -4.687 -0.792
C 0.671 2.944 -4.232 -0.731
C 0.412 1.929 -3.306 -1.592
H -2.234 2.363 -0.011 0.553
H -3.522 1.421 -0.829 0.362
H -3.297 -0.366 1.014 0.041
H -3.953 1.237 1.481 0.499
H -2.481 0.519 3.221 0.429
H -1.830 1.985 2.424 0.556
H 2.675 0.664 3.259 0.369
H 3.657 1.186 5.469 0.441
H 2.231 1.172 7.499 0.393
H -0.182 0.636 7.312 0.433
H -1.170 0.121 5.119 0.182
H -2.013 -1.681 4.124 0.175
H -2.757 -4.010 4.407 0.439
H -1.985 -5.764 2.834 0.403
H -0.458 -5.173 0.971 0.491
H 0.299 -2.834 0.683 0.003
H -2.425 0.053 -4.370 0.412
H -4.213 -1.180 -5.533 0.416
H -5.582 -2.844 -4.306 0.394
H -5.152 -3.271 -1.901 0.422
H -3.362 -2.035 -0.722 0.338
H -2.941 2.393 -2.932 0.416
H -2.477 4.188 -4.567 0.446
H -0.169 4.546 -5.402 0.427
H 1.679 3.101 -4.595 0.501
H 1.222 1.304 -2.954 0.960
C 2.425 -0.691 -4.882 -0.924
S 1.847 -1.842 -3.669 1.194
O 0.562 -2.276 -4.212 -0.716
O 2.892 -2.863 -3.660 -0.707
O 1.765 -1.030 -2.457 -0.845
H 2.522 -1.206 -5.840 0.456
H 3.395 -0.302 -4.565 0.303
H 1.704 0.125 -4.966 0.156
H 0.281 -2.287 -0.169 0.979